Entry 1:
115
Properties=species:S:1:pos:R:3:lowdin_charge:R:1 method="wB97M-V/def2-TZVPD" homo_lumo_gap_ev=6.775 spin_multiplicity=1 e_lumo_ev=-0.5
Hf 0.11733 0.26560 0.40919 1.291
C -5.11271 -2.36802 1.99596 -0.184
Si -3.66996 -3.39175 2.61863 0.508
C -3.14142 -2.87078 4.33669 -0.176
C -4.19121 -5.19655 2.65930 -0.188
C -2.20770 -3.25278 1.42731 -0.242
C -1.64119 -4.37311 0.85737 -0.068
C -0.51712 -4.28943 0.02414 -0.051
C 0.00789 -3.05247 -0.23259 -0.186
N -0.53853 -1.92710 0.27507 -0.124
C -1.60140 -2.01190 1.10972 -0.741
S -2.06027 -0.50097 1.78026 0.663
H -5.97114 -2.50352 2.65714 0.031
H -5.41016 -2.68926 0.99550 0.031
H -4.87415 -1.30785 1.95507 -0.002
H -3.98162 -2.93267 5.03049 0.032
H -2.76147 -1.85071 4.34745 0.007
H -2.35110 -3.52590 4.70849 0.035
H -5.07256 -5.30062 3.29418 0.032
H -3.41739 -5.84501 3.07129 0.033
H -4.45887 -5.57112 1.66992 0.032
H -2.05779 -5.35156 1.06636 0.097
H -0.05350 -5.17113 -0.39217 0.106
H 0.89641 -2.91049 -0.83039 0.047
C 0.11296 -1.56435 -3.21345 -0.100
O 0.12073 -0.30674 -2.55551 -0.325
C 0.67037 0.71852 -3.37805 -0.201
C 1.40036 1.69923 -2.49456 -0.224
O 0.60792 2.07978 -1.36775 -0.340
C -0.28147 3.13673 -1.73738 -0.117
H 1.12770 -1.96594 -3.28016 0.092
H -0.30263 -1.46686 -4.22229 0.096
H -0.51613 -2.24031 -2.63849 0.076
H -0.14469 1.19008 -3.94541 0.124
H 1.39356 0.30050 -4.08058 0.096
H 1.68744 2.59125 -3.05708 0.139
H 2.29994 1.24973 -2.10286 0.007
H 0.30505 3.96032 -2.15091 0.103
H -0.79316 3.47897 -0.84666 0.012
H -1.00727 2.79559 -2.47855 0.087
N -7.66290 -0.58712 -7.49933 0.166
C -6.99882 -0.32112 -6.60120 -0.180
C -6.16691 0.00829 -5.47992 -0.227
C -6.74371 0.28084 -4.24265 -0.009
C -5.93993 0.58743 -3.16023 0.008
C -4.56067 0.63623 -3.32242 -0.176
C -3.97948 0.37855 -4.55924 0.008
C -4.78376 0.05380 -5.63643 -0.008
N -3.74071 0.95024 -2.21423 -0.005
C -4.02643 1.81647 -1.17783 -0.021
C -2.96079 1.76683 -0.34313 -0.191
N -2.01821 0.88837 -0.83613 -0.054
C -2.51902 0.42493 -1.95676 -0.121
H -7.81743 0.23882 -4.12904 0.126
H -6.37842 0.76491 -2.18878 0.120
H -2.90824 0.45431 -4.68473 0.114
H -4.34400 -0.14806 -6.60274 0.126
H -4.93144 2.39451 -1.15331 0.125
H -2.81118 2.28696 0.58544 0.047
H -2.06898 -0.31676 -2.59079 0.127
N 1.07070 -0.00361 2.18618 -0.194
C 2.00902 -0.90991 2.68742 -0.396
C 3.27866 -0.47251 3.08326 -0.053
C 4.19810 -1.36944 3.59960 -0.106
C 3.89032 -2.72021 3.70635 -0.128
C 2.63597 -3.15929 3.30491 -0.087
C 1.69904 -2.26422 2.81191 -0.049
H 3.53297 0.57511 2.97722 0.094
H 5.17437 -1.01019 3.90297 0.105
H 4.61419 -3.41803 4.10723 0.094
H 2.37507 -4.20710 3.38869 0.100
H 0.71014 -2.61070 2.53917 0.094
N 1.83363 2.75228 2.89488 0.063
C 0.67211 3.24093 2.70640 -0.813
S -0.42696 2.66920 1.44930 0.652
N 0.11159 4.30815 3.38202 0.015
C 0.65907 4.97702 4.48849 -0.255
C 1.23504 4.28248 5.54943 -0.038
C 1.73683 4.97874 6.63743 -0.082
C 1.64785 6.36165 6.69755 -0.098
C 1.04911 7.04978 5.65286 -0.090
C 0.56709 6.36560 4.54996 -0.030
H 1.30339 0.91879 2.57403 -0.013
H 2.33697 3.24655 3.62885 0.052
H -0.70582 4.71059 2.95644 0.102
H 1.25944 3.20079 5.53841 0.117
H 2.18577 4.42803 7.45356 0.105
H 2.03550 6.89752 7.55303 0.100
H 0.96505 8.12817 5.68898 0.102
H 0.12214 6.90466 3.72303 0.111
S 4.17939 -0.13882 -3.31771 0.256
P 4.14799 -0.47377 -1.38356 0.152
S 2.38866 -0.88797 -0.42342 0.415
C 5.16248 -1.92283 -0.95200 -0.391
C 5.16148 -2.40160 0.35673 -0.091
C 5.95695 -3.47965 0.69826 -0.071
C 6.75780 -4.08597 -0.26260 -0.086
C 6.75833 -3.61272 -1.56385 -0.086
C 5.96103 -2.53027 -1.91027 -0.114
C 4.90741 0.89014 -0.43849 -0.364
C 6.27875 1.09547 -0.56496 -0.088
C 6.89585 2.12975 0.11629 -0.082
C 6.14679 2.97424 0.92645 -0.083
C 4.78147 2.77537 1.05656 -0.082
C 4.16545 1.73471 0.37936 -0.111
H 4.52740 -1.94216 1.10336 0.064
H 5.94403 -3.84724 1.71585 0.096
H 7.37788 -4.93276 0.00338 0.100
H 7.38001 -4.08559 -2.31255 0.101
H 5.94814 -2.15153 -2.92433 0.058
H 6.86898 0.44206 -1.19714 0.108
H 7.96348 2.27683 0.01862 0.102
H 6.63182 3.78030 1.46155 0.101
H 4.18835 3.41043 1.70080 0.088
H 3.10573 1.56349 0.52564 0.054

=====

Entry 2:
16
Properties=species:S:1:pos:R:3:lowdin_charge:R:1 method="wB97M-V/def2-TZVPD" homo_lumo_gap_ev="8.914 / 6.955" spin_multiplicity=1 e_lumo_ev="0.0 / -0.5"
C 0.47130 0.58424 -0.04705 -0.461
C -1.53719 -0.39893 -1.95767 -0.188
C -1.39520 -0.88798 -0.54482 -0.080
C -0.72481 -0.93392 -3.27375 -0.529
C 1.75456 0.65151 0.81074 -0.010
N -0.33017 -0.59103 0.26433 0.098
O 0.33063 1.47613 -0.84082 0.073
F 0.56889 -0.51540 -3.22553 -0.053
Cl -0.74109 -2.71191 -3.54644 0.551
H -2.53008 -0.41368 -2.18520 0.061
H -1.13472 0.64916 -1.94291 0.097
H -2.02045 -1.67489 -0.26762 0.087
H 1.91195 -0.20133 1.47931 0.062
H 2.54525 0.71214 -0.04732 0.125
H 1.70220 1.54813 1.44756 0.082
H -0.11211 -1.22367 0.92616 0.087

=====

Entry 3:
15
Properties=species:S:1:pos:R:3:lowdin_charge:R:1 method="wB97M-V/def2-TZVPD" homo_lumo_gap_ev=9.584 spin_multiplicity=1 e_lumo_ev=0.7
C -0.77171 1.26222 -0.97435 -0.175
Si -0.10401 -0.02071 0.24177 0.639
C 1.31795 -1.15596 -0.26798 -0.175
C -0.31258 0.36795 2.09745 -0.820
Cl 0.81894 -0.20812 3.32727 0.545
C -1.29669 -0.68190 1.57521 -0.819
Cl -3.00085 -0.21495 1.64682 0.545
H -1.05394 0.79047 -1.91035 0.027
H -1.64986 1.75565 -0.56983 0.025
H -0.02753 2.02085 -1.19697 0.026
H 1.05676 -1.74097 -1.14450 0.026
H 2.20422 -0.57655 -0.50802 0.027
H 1.57304 -1.84040 0.53508 0.027
H -0.76033 1.29335 2.43971 0.051
H -1.18740 -1.67219 2.00084 0.051